{"formula": "C16H33CaN5O8P2S4", "method": "wB97M-V/def2-TZVPD", "elements": ["Ca", "C", "C", "S", "C", "C", "S", "C", "C", "S", "C", "C", "S", "H", "H", "H", "H", "H", "H", "H", "H", "H", "H", "H", "H", "H", "H", "H", "H", "O", "P", "O", "O", "O", "P", "O", "O", "O", "H", "H", "N", "C", "N", "N", "C", "N", "H", "H", "H", "H", "O", "C", "C", "C", "C", "C", "C", "N", "H", "H", "H", "H", "H", "H", "H", "H", "H", "H", "H"], "coordinates": [[0.031842, 1.525140, 0.886789], [2.737353, -2.256846, -1.793675], [3.440980, -0.906449, -1.873675], [2.363839, 0.535440, -2.047935], [1.710183, 0.271141, -3.713563], [0.577180, 1.253730, -3.989707], [-0.842165, 1.081602, -2.889125], [-1.555560, -0.473719, -3.476825], [-2.368405, -1.132532, -2.365644], [-1.395178, -1.748468, -0.971701], [-0.491297, -3.107572, -1.745149], [0.561468, -3.649557, -0.784199], [1.805176, -2.446996, -0.251494], [3.484627, -3.050184, -1.864189], [2.054729, -2.375092, -2.634899], [4.154630, -0.918233, -2.700237], [4.012042, -0.722310, -0.961463], [1.344130, -0.753422, -3.795513], [2.507758, 0.403894, -4.448554], [0.262714, 1.175155, -5.032129], [0.920914, 2.277913, -3.830428], [-0.760718, -1.137469, -3.820263], [-2.213190, -0.280090, -4.327000], [-2.968276, -1.947391, -2.775370], [-3.056025, -0.408024, -1.923341], [-0.014688, -2.747896, -2.658898], [-1.175079, -3.913150, -2.023703], [1.053695, -4.520026, -1.221921], [0.086878, -3.982829, 0.141586], [-0.954120, 5.472096, -0.592222], [-0.890754, 3.939467, -0.178540], [-0.861683, 3.702072, 1.314233], [0.291756, 3.261097, -0.828362], [-2.283928, 3.390432, -0.742679], [-3.066899, 2.072486, -0.086234], [-3.437725, 2.615435, 1.369795], [-4.254461, 1.763734, -0.881186], [-1.978636, 1.010720, 0.063896], [-1.841567, 5.732385, -0.864848], [-2.682198, 3.096434, 1.756617], [5.331616, 4.091810, 0.147245], [4.165703, 3.418949, 0.273220], [3.068506, 3.983216, -0.227531], [4.239322, 2.258733, 0.901081], [3.196052, 1.485115, 1.005339], [2.322285, 0.730813, 1.165925], [5.347063, 5.055824, -0.128562], [6.123947, 3.718948, 0.638511], [3.133457, 4.858827, -0.716220], [2.141203, 3.562158, -0.234650], [-0.514353, 0.685937, 2.985364], [-1.315616, -0.233793, 3.240986], [-1.443644, -0.778286, 4.642965], [-1.098203, -2.281985, 4.793597], [-0.976447, -3.062099, 3.483663], [-2.279034, -3.188327, 2.695102], [-3.023463, -1.859323, 2.559919], [-2.114221, -0.753817, 2.309021], [-2.473328, -0.586334, 4.954033], [-0.797709, -0.171373, 5.272085], [-1.841995, -2.758804, 5.436347], [-0.145242, -2.360665, 5.317817], [-0.593905, -4.061039, 3.703273], [-0.218363, -2.583797, 2.855700], [-2.945925, -3.909257, 3.175954], [-2.055476, -3.575289, 1.697969], [-3.613681, -1.655946, 3.457171], [-3.717953, -1.898209, 1.722782], [-2.209939, -0.234109, 1.433653]], "atomic_forces_ev_per_a": [[0.5, -0.7, 0.0], [0.0, 0.0, 0.0], [0.0, 0.0, 0.0], [-0.1, 0.0, 0.0], [0.0, 0.0, 0.0], [0.0, 0.0, 0.0], [0.0, 0.1, 0.0], [0.0, 0.0, 0.0], [0.0, 0.0, 0.0], [0.0, 0.0, 0.0], [0.0, 0.0, 0.0], [0.0, 0.0, 0.0], [0.0, 0.0, 0.0], [0.0, 0.0, 0.0], [0.0, 0.0, 0.0], [0.0, 0.0, 0.0], [0.0, 0.0, 0.0], [0.0, 0.0, 0.0], [0.0, 0.0, 0.0], [0.0, 0.0, 0.0], [0.0, 0.0, 0.0], [0.0, 0.0, 0.0], [0.0, 0.0, 0.0], [0.0, 0.0, 0.0], [0.0, 0.0, 0.0], [0.0, 0.0, 0.0], [0.0, 0.0, 0.0], [0.0, 0.0, 0.0], [0.0, 0.0, 0.0], [0.0, 0.0, 0.0], [-0.1, 0.0, -0.2], [-0.1, -0.1, 0.0], [0.1, 0.1, 0.2], [0.0, 0.0, 0.0], [0.0, 0.1, -0.2], [-0.1, 0.1, 0.0], [0.0, 0.0, 0.0], [-0.2, 0.3, 0.2], [0.0, 0.0, 0.0], [0.0, -0.1, 0.0], [0.0, 0.0, 0.0], [0.1, 0.0, 0.1], [-0.1, 0.1, 0.0], [0.0, -0.1, -0.1], [-0.1, 0.1, 0.2], [0.1, 0.4, 0.0], [0.0, 0.0, 0.0], [0.0, 0.0, 0.0], [0.0, 0.0, 0.0], [0.0, -0.1, -0.2], [-0.1, 0.0, -0.1], [-0.1, 0.0, 0.0], [0.1, -0.1, 0.0], [0.0, 0.0, 0.0], [0.0, 0.0, 0.0], [0.0, 0.0, 0.0], [0.0, 0.0, 0.0], [-0.2, 0.2, 0.1], [0.0, 0.0, 0.0], [0.0, 0.0, 0.0], [0.0, 0.0, 0.0], [0.0, 0.0, 0.0], [0.0, 0.0, 0.0], [0.0, 0.0, 0.0], [0.0, 0.0, 0.0], [0.0, 0.0, 0.0], [0.0, 0.0, 0.0], [0.0, 0.0, 0.0], [0.2, -0.1, -0.1]], "mulliken_charge": [1.8479, -0.6988, -0.9951, 0.3181, -0.6617, -1.1382, 0.3082, -0.9429, -1.0652, 0.4666, -0.8062, -0.8274, 0.0186, 0.4328, 0.2204, 0.5116, 0.3761, 0.1757, 0.4629, 0.5151, 0.3756, 0.3184, 0.5015, 0.6331, 0.1877, 0.2565, 0.4519, 0.5307, 0.2432, -0.5229, 0.5398, -0.7983, -0.6268, -0.4222, 0.6319, -0.5888, -0.7917, -0.5189, 0.3015, 0.4656, -0.3998, 0.6911, -0.1729, -0.7557, 0.6417, -0.7221, 0.2000, 0.2636, 0.2250, 0.0810, -0.8142, 0.7783, -1.0915, -0.6442, -0.5634, -0.3478, -0.9819, 0.8000, 0.3598, 0.3173, 0.2889, 0.3889, 0.4929, 0.0967, 0.3872, 0.1903, 0.4264, 0.4237, -0.2460], "de_lowest_kcal_mol": 13.25, "spin_multiplicity": 1, "gap_ev": 8.1}